H17O12S | ωB97M-V/def2-TZVPD

Geometry as XYZ:
```
30
Properties=species:S:1:pos:R:3:mulliken_charge:R:1
O 7.59300 44.24700 13.25000 -0.219
H 7.33400 44.77800 14.04300 0.434
H 7.23800 44.81700 12.54800 0.351
H 7.05600 43.37600 13.23500 0.485
S 6.97200 46.14500 10.26500 1.183
O 6.03000 45.87600 9.29200 -0.740
O 8.20800 45.38900 10.01000 -0.888
O 7.12000 47.60800 10.28900 -0.796
O 6.37800 45.71600 11.52500 -0.889
O 6.40300 44.81900 15.97300 -0.636
H 6.69200 45.79100 16.37900 0.309
H 5.45900 44.84600 16.13100 0.324
O 10.23300 45.38100 11.71000 -0.666
H 9.47800 45.37000 11.02600 0.502
H 11.00000 45.71700 11.34800 0.219
O 9.89700 43.08000 14.74400 -0.591
H 9.33900 42.90900 15.55900 0.309
H 10.55400 43.64700 15.14800 0.287
O 4.60600 44.39700 12.41200 -0.725
H 4.40500 43.64200 11.81400 0.189
H 5.24100 45.09800 12.03700 0.453
O 6.43700 41.90700 12.86200 -0.607
H 5.83300 41.59300 12.10400 0.288
H 6.48700 41.02900 13.44300 0.298
O 4.10700 43.85300 14.95800 -0.733
H 3.12800 44.15300 14.73900 0.351
H 4.42600 44.11900 14.07100 0.483
O 6.69500 46.97400 13.73100 -0.629
H 6.90600 47.89400 13.93000 0.228
H 6.34300 46.67700 12.83100 0.424
```

The total energy is -35681.428 eV. As for the frontier orbital gap: 6.12 eV. Its total charge is -1. The maximum force comes out at 0.1289 Eh/bohr. The calculation puts the energy relative to the best compared isomer or geometry (same formula, charge and spin) at 0.0 kcal per mole. The value obtained for the LUMO energy is 2.0 eV.

H17O9 | ωB97M-V/def2-TZVPD

Geometry as XYZ:
```
26
Properties=species:S:1:pos:R:3:mulliken_charge:R:1
O -0.30368 1.45607 -3.14389 -0.638
H 1.49804 -0.84774 2.40952 0.333
H -1.26756 -1.00872 2.04399 0.307
O 2.25378 2.93995 -1.06801 -0.692
H 0.69854 1.81341 -0.28212 0.212
O -2.64574 -2.80529 1.40288 -0.627
H -2.82752 -2.23767 0.66081 0.284
H -1.74580 -2.90690 1.70906 0.359
O 0.89870 0.96990 0.13046 -1.069
H -0.43796 1.87795 0.89997 0.419
H -0.50058 -0.49873 0.86830 0.303
O -0.37077 -0.99934 1.69116 -0.652
H -0.11125 1.38134 -2.20560 0.318
H 1.00824 -0.09666 -0.79695 0.303
O -1.11380 2.40509 1.39709 -0.717
H 1.38182 -1.61514 -0.95610 0.293
H 2.03143 2.42393 -1.84896 0.324
O 1.95372 -0.49026 3.18338 -0.657
H 1.50655 0.35185 3.30455 0.305
H 2.34308 2.27540 -0.35688 0.394
O -1.15196 -2.70468 -2.21995 -0.599
H -1.82430 -2.30208 -1.67071 0.262
H -0.32958 -2.57099 -1.73890 0.333
O 0.83015 -0.96937 -1.41436 -0.698
H -0.77584 3.30353 1.41187 0.299
H -0.99769 0.85513 -3.41064 0.299
```

The total energy is -18705.053 eV. As for the frontier orbital gap: 9.08 eV. Its total charge is -1. The maximum force comes out at 0.0406 Eh/bohr. The calculation puts the energy relative to the best compared isomer or geometry (same formula, charge and spin) at 33.9 kcal per mole. The value obtained for the LUMO energy is 3.1 eV.